Formula: C75H193N7O25
Source: the OMol25 dataset
Level of theory: ωB97M-V with the def2-TZVPD basis set

Output
* Kohn-Sham gap: 8.827 eV
* electronic energy: -142511.870 eV

```
300
Properties=species:S:1:pos:R:3:mulliken_charge:R:1
C 2.314 -6.175 1.135 -0.91
C 1.863 -6.299 2.605 1.66
C 1.832 -7.786 3.026 -1.74
O 2.777 -5.512 3.399 0.01
H 3.386 -6.344 1.017 0.42
H 2.148 -5.133 0.894 -0.41
H 1.631 -6.820 0.572 0.39
H 0.843 -5.897 2.727 -0.50
H 1.571 -7.917 4.085 0.33
H 2.813 -8.275 2.881 0.39
H 1.152 -8.395 2.429 0.41
H 2.725 -5.818 4.310 0.04
C 0.538 6.015 2.448 -1.64
C 1.241 5.001 1.603 2.59
C 2.495 4.453 2.284 -1.25
O 0.382 3.860 1.323 1.38
H 1.239 6.798 2.677 0.50
H 0.218 5.548 3.396 0.18
H -0.360 6.479 1.968 0.29
H 1.542 5.410 0.632 -1.21
H 2.436 3.965 3.281 0.05
H 3.249 5.235 2.278 0.60
H 2.927 3.673 1.632 -0.13
H -0.295 4.204 0.700 -1.00
C -4.618 2.468 0.360 -1.70
C -5.498 1.290 0.745 2.47
C -5.655 1.081 2.242 -1.32
O -6.789 1.235 0.150 -0.59
H -4.300 2.486 -0.662 0.43
H -3.669 2.286 0.861 0.04
H -4.952 3.450 0.636 0.67
H -4.919 0.472 0.268 -0.85
H -4.717 0.961 2.790 -0.21
H -6.295 0.170 2.404 0.38
H -6.165 1.923 2.704 0.41
H -7.022 1.971 -0.428 0.34
C 5.976 -4.146 3.127 -1.46
C 5.777 -2.663 3.188 1.56
C 4.930 -2.324 4.428 1.24
O 7.057 -2.055 3.195 -0.56
H 6.543 -4.470 4.016 0.37
H 6.576 -4.434 2.199 0.36
H 5.066 -4.730 3.084 0.04
H 5.187 -2.381 2.334 -0.82
H 4.560 -1.297 4.353 -0.88
H 5.577 -2.368 5.343 0.47
H 4.083 -3.068 4.526 -0.65
H 7.031 -1.114 3.212 0.00
C 3.447 -3.459 -1.469 -1.65
C 3.017 -2.106 -0.954 1.86
C 3.400 -1.045 -2.005 -1.28
O 1.605 -2.179 -0.775 3.43
H 3.026 -4.221 -0.806 0.11
H 4.561 -3.573 -1.646 0.31
H 3.007 -3.530 -2.459 0.37
H 3.488 -1.911 0.020 -0.59
H 3.080 -0.052 -1.771 -0.05
H 2.948 -1.275 -2.959 0.23
H 4.510 -1.136 -2.241 0.44
H 1.333 -2.194 0.141 -1.42
C 5.514 0.326 1.442 -0.89
C 5.161 1.775 0.980 1.18
C 6.359 2.512 0.377 -1.84
O 4.132 1.875 0.044 -0.34
H 6.540 0.203 1.819 0.84
H 5.570 -0.369 0.610 0.46
H 4.820 0.007 2.225 0.00
H 5.030 2.420 1.850 -0.30
H 6.883 1.982 -0.381 0.46
H 7.025 2.834 1.166 0.40
H 5.992 3.478 -0.086 0.20
H 3.322 1.371 0.266 0.00
C 0.371 -0.953 -4.132 -1.31
C -0.465 -2.194 -3.918 2.94
C -0.752 -2.829 -5.268 -1.79
O 0.237 -3.217 -3.178 -0.74
H 1.333 -1.312 -4.533 0.36
H 0.528 -0.250 -3.268 -0.03
H -0.040 -0.257 -4.890 0.24
H -1.422 -2.017 -3.350 -1.05
H -1.261 -3.782 -5.073 0.50
H 0.208 -3.045 -5.761 0.45
H -1.464 -2.314 -5.923 0.10
H 0.560 -2.753 -2.377 -0.47
C 1.573 -1.591 5.892 1.47
C 2.051 -2.642 6.864 1.14
C 2.927 -1.968 7.886 -1.67
O 0.944 -3.309 7.488 -0.70
H 2.455 -1.099 5.401 -1.05
H 0.909 -0.825 6.347 0.69
H 1.035 -2.076 5.045 -1.06
H 2.609 -3.449 6.340 0.00
H 3.018 -2.646 8.718 0.51
H 2.386 -1.100 8.300 0.42
H 3.934 -1.673 7.481 0.05
H 0.329 -3.665 6.847 0.27
C 1.122 2.704 -4.679 -0.65
C 1.095 3.964 -5.459 0.90
C 1.425 3.785 -6.939 -1.63
O -0.191 4.588 -5.259 -0.36
H 2.121 2.316 -4.696 0.64
H 0.482 2.023 -5.265 0.27
H 0.729 2.737 -3.666 -0.39
H 1.915 4.651 -5.042 -0.13
H 0.714 3.147 -7.459 0.35
H 2.382 3.226 -7.048 0.36
H 1.682 4.731 -7.414 0.48
H -0.254 5.242 -5.955 0.31
C -0.455 5.268 -1.655 -0.38
C -1.934 5.387 -1.406 0.55
C -2.686 4.565 -2.483 -1.15
O -2.085 5.043 -0.075 -0.41
H 0.125 5.825 -0.953 -0.40
H -0.231 5.475 -2.681 0.57
H -0.178 4.201 -1.553 -0.02
H -2.326 6.429 -1.531 0.22
H -2.471 3.479 -2.564 -0.14
H -2.349 5.071 -3.405 0.47
H -3.786 4.618 -2.316 0.51
H -2.993 4.786 0.114 0.16
C -3.033 2.249 4.610 -1.39
C -1.889 2.957 4.005 0.78
C -0.676 2.836 4.929 -1.00
O -1.680 2.359 2.711 0.53
H -3.303 2.599 5.621 0.46
H -2.703 1.209 4.689 0.18
H -3.888 2.273 3.940 0.11
H -2.071 4.029 3.953 0.30
H -0.906 3.153 5.952 0.60
H 0.207 3.285 4.485 0.09
H -0.372 1.794 5.048 -0.09
H -0.890 2.706 2.239 -0.58
C 2.830 -6.098 7.194 -1.05
O 1.869 -6.309 6.159 -0.10
C 0.562 -6.541 6.745 -0.96
C -0.460 -6.246 5.677 -0.54
N -0.505 -4.843 5.306 0.67
C -1.757 -4.514 4.729 -1.06
C -1.684 -3.175 4.002 0.31
O -2.925 -2.888 3.506 -0.61
C -2.932 -1.713 2.683 0.05
H 3.861 -6.038 6.785 0.24
H 2.714 -6.928 7.880 0.37
H 2.663 -5.121 7.681 0.40
H 0.453 -5.897 7.651 0.42
H 0.397 -7.578 7.143 0.42
H -1.459 -6.567 6.084 0.50
H -0.284 -6.786 4.722 0.31
H 0.194 -4.563 4.599 -0.43
H -2.505 -4.339 5.516 0.36
H -2.131 -5.353 4.123 0.38
H -0.975 -3.077 3.179 -0.16
H -1.467 -2.471 4.833 0.20
H -2.274 -1.792 1.751 -0.09
H -2.646 -0.924 3.331 0.12
H -3.952 -1.615 2.349 0.27
C -8.715 -7.047 -3.521 -0.77
O -7.343 -6.887 -3.792 -0.37
C -6.787 -5.829 -3.072 0.00
C -5.315 -5.788 -3.571 -1.07
N -4.398 -4.796 -2.981 0.34
C -3.934 -5.166 -1.680 -0.54
C -2.693 -4.325 -1.419 0.40
O -2.376 -4.530 -0.038 -0.41
C -1.051 -4.214 0.220 -0.12
H -9.063 -8.034 -3.883 0.26
H -9.232 -6.175 -3.985 0.30
H -8.947 -7.024 -2.467 0.32
H -6.794 -6.061 -1.998 0.31
H -7.369 -4.925 -3.248 0.22
H -5.329 -5.564 -4.630 0.19
H -4.803 -6.745 -3.507 0.48
H -4.818 -3.884 -3.021 -0.43
H -3.613 -6.214 -1.795 0.50
H -4.576 -5.081 -0.820 0.28
H -2.863 -3.228 -1.608 -0.81
H -1.951 -4.543 -2.140 0.39
H -0.873 -3.120 0.162 -0.25
H -0.348 -4.727 -0.407 0.64
H -0.714 -4.554 1.205 -0.26
C -2.980 1.399 -5.227 -0.19
O -4.289 1.755 -5.601 -0.26
C -4.267 2.230 -6.909 -0.22
C -5.701 2.269 -7.470 -1.17
N -6.390 1.046 -7.726 -0.39
C -5.852 0.359 -8.910 0.05
C -6.310 0.881 -10.220 -0.77
O -5.610 2.124 -10.510 -0.26
C -6.173 2.775 -11.629 -0.78
H -2.587 0.656 -5.933 0.38
H -3.041 0.988 -4.217 -0.42
H -2.288 2.265 -5.125 0.46
H -3.555 1.641 -7.517 0.31
H -3.968 3.311 -6.978 0.28
H -5.593 2.931 -8.307 0.41
H -6.171 2.839 -6.654 0.33
H -6.232 0.373 -6.978 0.27
H -6.238 -0.686 -8.816 0.35
H -4.731 0.287 -8.907 0.04
H -7.405 1.093 -10.200 0.36
H -6.183 0.149 -11.109 0.38
H -7.130 3.290 -11.425 0.31
H -6.436 2.084 -12.471 0.28
H -5.435 3.507 -11.961 0.25
C 2.812 1.826 5.260 -0.61
O 4.122 1.453 4.663 0.33
C 5.191 1.373 5.573 -0.87
C 6.489 1.194 4.772 0.32
N 7.645 1.511 5.657 -0.37
C 7.909 0.565 6.726 -1.00
C 8.403 -0.810 6.288 0.44
O 9.663 -0.643 5.626 -0.38
C 10.002 -1.732 4.817 -0.50
H 2.564 1.311 6.208 0.45
H 2.050 1.713 4.490 -0.38
H 3.004 2.910 5.530 0.51
H 4.988 0.493 6.256 -0.04
H 5.367 2.293 6.182 0.41
H 6.490 1.817 3.930 0.37
H 6.564 0.156 4.384 -0.40
H 8.513 1.658 5.152 0.37
H 6.978 0.413 7.295 0.30
H 8.609 0.994 7.465 0.41
H 7.622 -1.283 5.654 -0.47
H 8.568 -1.455 7.118 0.62
H 10.755 -1.406 4.059 0.23
H 9.152 -2.153 4.260 0.09
H 10.403 -2.527 5.444 0.31
C 3.244 4.517 -1.980 0.94
O 3.079 5.723 -1.222 -0.26
C 2.700 6.829 -2.049 -0.34
C 2.398 8.026 -1.181 -0.46
N 2.257 9.240 -1.932 -0.33
C 1.966 10.512 -1.248 -0.58
C 3.151 10.855 -0.388 -0.60
O 3.194 10.040 0.735 -0.29
C 4.536 9.788 1.101 -0.79
H 4.037 4.595 -2.766 0.34
H 2.291 4.284 -2.422 -0.34
H 3.543 3.706 -1.270 -0.71
H 1.816 6.625 -2.588 -0.03
H 3.479 7.091 -2.734 0.58
H 3.211 8.044 -0.435 0.02
H 1.517 7.783 -0.608 0.33
H 1.457 9.067 -2.543 0.28
H 1.060 10.416 -0.554 0.26
H 1.805 11.177 -2.102 0.44
H 3.060 11.890 0.001 0.39
H 4.107 10.765 -0.948 0.36
H 4.586 9.062 1.916 0.24
H 5.086 10.733 1.385 0.29
H 5.136 9.361 0.250 0.35
C 2.065 -2.814 2.452 1.33
O 1.406 -1.698 1.852 0.88
C 1.703 -0.462 2.464 0.53
C 1.141 0.651 1.562 1.45
N 1.654 0.538 0.157 0.61
C 0.931 1.499 -0.658 -0.64
C -0.573 1.436 -0.716 0.03
O -0.796 0.102 -1.030 0.72
C -2.175 -0.147 -0.975 0.19
H 1.392 -3.637 2.414 -1.31
H 2.277 -2.520 3.455 -1.16
H 3.000 -2.971 1.914 0.14
H 2.807 -0.333 2.597 -0.36
H 1.354 -0.451 3.523 -0.50
H 1.439 1.597 2.016 -1.30
H 0.035 0.648 1.575 -0.48
H 1.560 -0.402 -0.244 -0.41
H 1.305 1.423 -1.659 0.61
H 1.183 2.505 -0.304 -0.60
H -0.812 2.053 -1.553 0.09
H -1.081 1.802 0.186 -0.36
H -2.717 0.451 -1.767 -0.40
H -2.565 0.074 0.036 0.16
H -2.298 -1.201 -1.237 -0.70
C -3.596 -2.535 -7.822 -1.04
O -4.127 -1.666 -6.836 0.08
C -4.838 -2.359 -5.789 -0.77
C -4.882 -1.385 -4.613 0.52
N -5.818 -1.870 -3.629 0.12
C -5.746 -1.136 -2.425 -0.41
C -6.627 -1.745 -1.377 -0.13
O -7.959 -1.999 -1.822 -0.46
C -8.726 -2.545 -0.765 -0.59
H -2.816 -1.949 -8.409 0.29
H -4.340 -2.918 -8.530 0.28
H -3.035 -3.387 -7.360 0.38
H -4.333 -3.289 -5.429 0.11
H -5.839 -2.636 -6.025 0.54
H -5.083 -0.366 -4.864 0.65
H -3.876 -1.476 -4.158 -1.04
H -6.769 -1.853 -4.019 0.33
H -6.088 -0.126 -2.517 0.73
H -4.744 -1.084 -2.054 -0.52
H -6.671 -1.051 -0.505 0.33
H -6.158 -2.741 -1.134 0.02
H -8.215 -3.532 -0.441 0.21
H -9.737 -2.759 -1.109 0.27
H -8.761 -1.755 0.014 0.24
```

=====

Formula: C4H8N2O
Source: the OMol25 dataset
Level of theory: ωB97M-V with the def2-TZVPD basis set

Output
* Kohn-Sham gap: 10.960 eV
* electronic energy: -9302.961 eV

```
15
Properties=species:S:1:pos:R:3:nbo_charge:R:1
C -1.919 0.792 0.596 -0.44
N -0.589 0.225 0.639 -0.45
C 0.325 0.612 -0.147 0.15
C 1.652 -0.102 -0.230 -0.13
O 2.693 0.769 0.157 -0.70
C -0.510 -2.307 -1.368 0.25
N -0.576 -2.201 -0.193 -0.78
H -2.565 0.075 0.071 0.22
H -2.303 0.898 1.613 0.21
H -1.958 1.753 0.074 0.19
H -0.587 -1.469 0.578 0.45
H 0.192 1.479 -0.800 0.16
H 1.846 -0.392 -1.268 0.21
H 1.629 -1.022 0.365 0.18
H 2.631 0.871 1.115 0.47
```